The following is a quantum chemistry calculation of a molecular structure, C30H54ClNdPSi, from the OMol25 dataset.

Geometry as XYZ:
```
88
Properties=species:S:1:pos:R:3:forces:R:3
Nd -0.3780 0.2089 0.4879 2.43 -1.73 0.29
P -1.0931 -2.1068 -1.1251 0.48 1.50 0.92
Cl -2.1975 -0.5226 2.1605 -0.96 -0.13 0.72
C 1.2743 -1.3522 0.9022 -0.26 1.26 -0.09
H 2.1589 -1.6564 0.2991 -0.28 0.06 0.25
H 1.3113 -1.8993 1.8643 -0.09 0.08 -0.07
C -2.8249 -1.3549 -1.2785 0.13 -1.25 -0.18
C -1.0931 -3.3638 0.2715 -0.48 0.25 -0.50
C -3.7478 -2.2114 -2.1540 -0.73 0.45 -0.09
H -3.1933 -1.3634 -0.2336 0.14 -0.09 -0.32
C -5.1836 -1.6643 -2.1173 -0.04 0.05 -0.01
H -3.3919 -2.1986 -3.1977 -0.05 0.02 0.24
H -3.7576 -3.2631 -1.8368 0.13 0.30 0.02
C -5.2630 -0.1795 -2.4996 0.22 -0.04 -0.10
H -5.8166 -2.2560 -2.7880 -0.07 0.06 0.09
H -5.5808 -1.7817 -1.0987 0.06 -0.05 -0.13
C -4.2674 0.6798 -1.7121 0.03 -0.13 0.20
H -5.0553 -0.0663 -3.5734 -0.01 -0.06 0.09
H -6.2779 0.1961 -2.3315 0.06 -0.04 -0.07
C -2.8360 0.1162 -1.7509 -0.15 -0.02 -0.03
H -4.2619 1.7076 -2.0938 -0.06 -0.11 0.04
H -4.5884 0.7314 -0.6604 0.09 -0.02 -0.16
H -2.4490 0.1771 -2.7788 0.03 0.02 0.15
H -2.2125 0.7995 -1.1286 -0.35 -0.51 -0.44
C -0.4625 -2.8726 -2.6630 -0.30 -0.32 -0.24
C 0.2270 -4.1420 0.2809 0.02 -0.03 0.01
H -1.1018 -2.7070 1.1601 0.10 -0.22 -0.31
C 0.3213 -5.0588 1.5034 -0.30 0.21 -0.16
H 0.3296 -4.7225 -0.6433 -0.03 -0.20 0.05
H 1.0458 -3.4111 0.3176 -0.26 -0.09 -0.09
C -0.9012 -5.9690 1.6224 0.09 -0.09 -0.02
H 1.2407 -5.6476 1.4416 -0.03 -0.03 0.06
H 0.3967 -4.4363 2.4064 0.00 -0.01 -0.16
C -2.2154 -5.1893 1.5599 -0.09 0.14 0.03
H -0.8736 -6.7220 0.8242 -0.04 0.06 -0.05
H -0.8473 -6.5176 2.5656 -0.07 -0.10 0.03
C -2.3206 -4.2759 0.3346 0.24 -0.12 -0.02
H -3.0710 -5.8725 1.5758 0.06 -0.02 0.10
H -2.2869 -4.5510 2.4514 -0.03 -0.09 -0.06
H -2.3813 -4.8698 -0.5901 -0.09 -0.03 0.20
H -3.2383 -3.6767 0.4037 0.13 -0.10 -0.01
C -0.4981 -1.8762 -3.8391 -0.03 -0.07 -0.03
H 0.6001 -3.0494 -2.4182 -0.17 0.08 0.04
C 0.2374 -2.4319 -5.0650 0.06 -0.05 0.21
H -1.5430 -1.6603 -4.1072 0.13 -0.08 0.02
H -0.0488 -0.9199 -3.5468 -0.06 -0.24 0.00
C -0.2585 -3.8257 -5.4642 -0.17 0.15 -0.06
H 0.1361 -1.7311 -5.9018 0.03 -0.12 0.05
H 1.3097 -2.4909 -4.8302 -0.11 0.02 0.00
C -0.2991 -4.7925 -4.2825 0.03 0.07 0.27
H -1.2613 -3.7388 -5.9037 0.03 -0.01 0.08
H 0.3896 -4.2267 -6.2467 -0.03 -0.04 -0.06
C -1.0588 -4.2239 -3.0705 0.09 -0.20 -0.46
H -0.7419 -5.7489 -4.5761 0.06 0.03 -0.07
H 0.7321 -5.0007 -3.9650 -0.08 -0.03 -0.02
H -2.1218 -4.1101 -3.3216 0.14 0.02 0.00
H -1.0047 -4.9501 -2.2509 0.00 0.24 -0.11
C 0.9304 1.1437 -2.1058 1.24 -0.91 0.08
C 1.8148 0.1791 -1.7084 -0.98 0.56 -0.80
H -0.0154 0.8852 -2.6043 0.24 -0.12 0.49
C 3.2092 0.4831 -1.2528 0.45 0.46 0.12
H 1.5637 -0.8901 -1.7872 -0.08 0.56 0.03
C 3.3873 1.9479 -0.8297 -0.11 -0.20 0.23
H 3.5235 -0.1815 -0.4368 -0.33 0.14 -0.18
H 3.8968 0.2842 -2.0914 -0.16 -0.11 -0.05
C 2.7475 2.9194 -1.8151 -0.11 -0.08 -0.05
H 2.8998 2.0870 0.1428 0.25 -0.09 -0.19
H 4.4578 2.1682 -0.7195 -0.16 0.00 0.01
C 1.2520 2.6123 -2.0521 0.19 0.53 0.11
H 2.8544 3.9375 -1.4253 -0.09 -0.04 -0.07
H 3.2884 2.8977 -2.7691 -0.06 -0.10 -0.04
H 0.6707 3.0971 -1.2489 0.10 -0.23 -0.21
H 0.9391 3.0895 -2.9914 -0.03 -0.10 0.08
C 2.8381 3.2832 4.6649 0.31 0.04 0.23
Si 1.7747 4.1135 3.3802 -0.60 -0.98 -1.37
C 0.1882 4.7414 4.1432 -0.06 0.24 0.17
C 2.6380 5.4250 2.3775 0.33 0.52 0.22
C 1.3076 2.9449 2.0223 -0.71 -0.44 -0.04
C 0.7983 2.2086 1.1596 0.72 1.65 1.18
H 3.2351 4.0024 5.3965 -0.05 -0.16 -0.12
H 3.6810 2.7808 4.1745 -0.12 0.08 0.12
H 2.2661 2.5214 5.2094 0.07 0.14 -0.15
H 0.3824 5.5664 4.8428 -0.14 -0.12 -0.06
H -0.4774 5.0965 3.3470 0.12 -0.03 0.16
H -0.3292 3.9345 4.6768 0.11 0.15 -0.08
H 3.4766 4.9598 1.8435 -0.11 0.13 0.12
H 1.9350 5.7978 1.6213 0.12 -0.06 0.18
H 3.0067 6.2692 2.9733 0.04 -0.02 -0.17
```
Positions in Å, forces in eV/Å.

Results
Charge = -1
⟨S²⟩ = 3.77
LUMO (spin up / spin down) = 2.5 / 2.5 eV
Frontier orbital gap (spin up / spin down) = 4.0 / 4.2 eV
Total energy = -2827.9259 a.u.
2S+1 = 4